# 1
A molecular structure, C4H7O3Tl. Source: the Open Molecules 2025 dataset; level of theory: ωB97M-V/def2-TZVPD.

Positions of all 15 atoms, in Å:
1 H 0.135 3.916 -0.291
2 O 2.132 1.031 -0.601
3 C 2.088 -0.092 -0.140
4 C 0.819 -0.578 0.555
5 O 0.198 -1.537 -0.173
6 C -1.136 -1.188 -0.558
7 C -1.489 -0.030 0.356
8 O -0.217 0.592 0.583
9 Tl 0.506 2.278 -0.210
10 H 2.892 -0.826 -0.318
11 H 1.050 -0.890 1.587
12 H -1.770 -2.067 -0.407
13 H -1.144 -0.904 -1.618
14 H -1.864 -0.378 1.328
15 H -2.200 0.672 -0.093

## Properties
* total charge: +2
* HOMO-LUMO gap: 9.54 eV

---

# 2
A molecular structure, C29H27CoGeN2O2. Source: the Open Molecules 2025 dataset; level of theory: ωB97M-V/def2-TZVPD.

Positions of all 62 atoms, in Å:
1 Co 1.094 1.687 -0.512
2 C -0.011 2.948 -4.425
3 C 0.557 2.309 -3.187
4 N 0.075 2.576 -1.969
5 O -0.725 3.753 -1.924
6 C 1.594 1.364 -3.238
7 C 2.044 0.671 -4.483
8 N 2.189 1.071 -2.041
9 O 3.119 0.196 -2.078
10 H -0.742 3.705 -4.154
11 H -0.505 2.203 -5.058
12 H 0.770 3.418 -5.029
13 H -0.675 3.958 -0.978
14 H 1.731 1.216 -5.377
15 H 1.647 -0.352 -4.548
16 H 3.130 0.575 -4.471
17 C 1.341 0.276 0.621
18 Ge 0.265 -1.242 0.789
19 C 1.025 -2.702 1.898
20 C 0.269 -3.782 2.360
21 C 0.842 -4.791 3.132
22 C 2.192 -4.729 3.461
23 C 2.956 -3.657 3.017
24 C 2.375 -2.654 2.244
25 C -1.507 -0.927 1.668
26 C -1.677 -1.041 3.052
27 C -2.862 -0.657 3.675
28 C -3.910 -0.146 2.922
29 C -3.763 -0.022 1.545
30 C -2.575 -0.408 0.931
31 C -0.218 -2.105 -0.945
32 C -0.293 -3.483 -1.156
33 C -0.597 -4.011 -2.410
34 C -0.832 -3.162 -3.485
35 C -0.753 -1.787 -3.298
36 C -0.444 -1.267 -2.044
37 H -0.791 -3.830 2.123
38 H 0.236 -5.621 3.480
39 H 2.643 -5.510 4.063
40 H 4.009 -3.602 3.274
41 H 2.965 -1.810 1.895
42 H -0.861 -1.425 3.658
43 H -2.963 -0.745 4.751
44 H -4.829 0.167 3.404
45 H -4.568 0.393 0.950
46 H -2.469 -0.284 -0.144
47 H -0.096 -4.164 -0.333
48 H -0.639 -5.086 -2.551
49 H -1.059 -3.570 -4.464
50 H -0.911 -1.116 -4.134
51 H -0.344 -0.191 -1.921
52 C -0.087 5.162 2.708
53 C 0.683 5.460 1.590
54 C 1.040 4.447 0.695
55 C 0.686 3.097 0.875
56 C -0.084 2.841 2.023
57 C -0.474 3.838 2.914
58 H -0.384 5.943 3.400
59 H 0.996 6.485 1.404
60 H 1.625 4.726 -0.181
61 H -0.372 1.815 2.237
62 H -1.080 3.578 3.779

## Properties
* total charge: -2
* multiplicity: 5
* ⟨S²⟩: 6.0841
* HOMO-LUMO gap (alpha / beta): 4.20 / 5.21 eV

---

# 3
C4H6N2O in the gas phase. Source: the Open Molecules 2025 dataset; level of theory: ωB97M-V/def2-TZVPD.

Positions of all 13 atoms, in Å:
1 H 3.017 1.156 -1.167
2 N 2.258 0.945 -0.520
3 C 2.109 -0.315 -0.434
4 C 1.112 -0.915 0.464
5 C 0.101 -0.276 1.012
6 N -0.843 0.236 1.615
7 O -2.122 -0.066 1.088
8 C -2.337 0.472 -0.207
9 H 2.715 -1.045 -0.989
10 H 1.236 -1.955 0.753
11 H -3.215 -0.058 -0.580
12 H -2.540 1.548 -0.155
13 H -1.492 0.273 -0.879

## Properties
* SMILES string: [H]/N=C/C=C=NOC
* total charge: 0
* HOMO-LUMO gap: 9.67 eV

---

Calculated largest force on an atom, 5.1, 1.0, 0.8 eV/A (same order as the records).